# 1
{"formula": "C14H19AgBrI2O6S", "method": "the ωB97M-V functional and the def2-TZVPD basis", "total_energy_ev": -128179.2608, "e_lumo_ev": -4.637, "total_charge": 1, "elements": ["C", "C", "O", "O", "C", "O", "C", "C", "C", "C", "I", "C", "C", "I", "C", "O", "S", "O", "O", "C", "C", "C", "C", "Br", "H", "H", "H", "H", "H", "H", "H", "H", "H", "H", "H", "H", "H", "H", "H", "H", "H", "H", "H", "Ag"], "positions_angstrom": [[2.41, 3.29, 0.02], [2.47, 2.69, -1.39], [3.55, 2.38, -1.85], [1.35, 2.53, -2.18], [0.25, 1.82, -1.65], [-0.75, 2.42, -1.35], [0.35, 0.28, -1.53], [0.31, -0.06, -0.05], [0.75, -1.52, 0.29], [2.02, -2.07, -0.42], [3.85, -0.96, -0.79], [2.00, -3.34, -0.81], [0.83, -4.26, -0.62], [3.64, -4.30, -1.74], [1.05, -1.50, 1.81], [-0.17, -1.70, 2.49], [-1.28, -0.56, 2.28], [-1.07, 0.45, 3.25], [-2.53, -1.22, 2.32], [-1.04, 0.28, 0.66], [-2.29, 0.09, -0.18], [-3.50, 0.83, 0.43], [-3.63, 2.25, -0.10], [-5.10, -0.20, -0.01], [1.75, 4.13, 0.15], [2.14, 2.54, 0.80], [3.41, 3.62, 0.24], [-0.47, -0.17, -2.06], [1.25, -0.05, -2.03], [1.06, 0.60, 0.42], [-0.10, -2.18, 0.19], [-0.09, -3.79, -0.93], [0.75, -4.56, 0.41], [0.96, -5.14, -1.23], [1.74, -2.28, 2.07], [1.51, -0.56, 2.13], [-0.98, 1.32, 0.93], [-2.19, 0.46, -1.19], [-2.57, -0.95, -0.25], [-3.42, 0.86, 1.50], [-3.33, 2.31, -1.14], [-2.98, 2.88, 0.49], [-4.65, 2.61, -0.05], [2.73, 0.71, 0.70]], "lowdin_charge": [0.032, -0.503, 0.092, 0.112, -0.347, 0.176, -0.032, -0.277, -0.261, -0.624, 1.079, -0.804, -0.132, 0.938, -0.196, -0.176, 0.667, -0.232, -0.217, -0.243, -0.250, -0.736, -0.130, 0.748, 0.112, 0.044, 0.098, 0.139, 0.099, 0.025, 0.137, 0.087, 0.103, 0.052, 0.143, 0.103, 0.128, 0.101, 0.091, 0.073, 0.071, 0.083, 0.068, 0.560]}


# 2
{"formula": "C5H7Cl", "method": "the ωB97M-V functional and the def2-TZVPD basis", "total_energy_ev": -17818.2887, "relative_energy_kcal_mol": 50.5, "e_lumo_ev": 0.910, "smiles": "C=C1C[C@@]1(C)Cl", "elements": ["C", "C", "C", "C", "C", "Cl", "H", "H", "H", "H", "H", "H", "H"], "positions_angstrom": [[-1.79, 0.86, -0.59], [-0.59, 0.83, -0.14], [0.87, 1.20, 0.11], [0.31, -0.16, 0.52], [0.67, -1.62, -0.02], [0.00, -0.30, 2.28], [-2.33, -0.04, -0.53], [-2.08, 1.66, -1.21], [1.42, 1.19, -0.81], [1.13, 2.13, 0.68], [1.37, -1.61, -0.90], [-0.33, -2.03, -0.16], [1.33, -2.09, 0.78]], "lowdin_charge": [0.056, -0.301, -0.071, -0.777, -0.073, 0.619, 0.060, 0.055, 0.092, 0.117, 0.083, 0.066, 0.075]}


# 3
{"formula": "C2H4ClFO2", "method": "the ωB97M-V functional and the def2-TZVPD basis", "total_energy_ev": -21472.9692, "relative_energy_kcal_mol": 15.9, "e_lumo_ev": 0.631, "smiles": "CO[C@](O)(F)Cl", "elements": ["C", "O", "C", "O", "F", "Cl", "H", "H", "H", "H"], "positions_angstrom": [[0.07, -0.86, 0.00], [0.67, -0.08, 1.12], [0.83, 1.23, 0.91], [-0.35, 1.79, 0.56], [1.78, 1.56, -0.06], [1.53, 1.89, 2.45], [0.15, -1.99, 0.33], [0.54, -0.85, -0.90], [-0.95, -0.35, -0.07], [-0.34, 2.28, -0.28]], "lowdin_charge": [0.002, -0.132, -1.027, 0.041, 0.007, 0.692, 0.138, 0.034, 0.112, 0.133]}


# 4
{"formula": "C22H24BF5IrN2O3S", "method": "the ωB97M-V functional and the def2-TZVPD basis", "spin_multiplicity": 2, "total_energy_ev": -60265.7688, "relative_energy_kcal_mol": 83.6, "e_lumo_ev": [-3.218, -2.826], "elements": ["Ir", "C", "C", "O", "C", "C", "C", "N", "N", "C", "O", "C", "C", "C", "C", "C", "C", "H", "H", "H", "H", "H", "H", "H", "H", "H", "H", "H", "H", "O", "S", "C", "C", "C", "C", "H", "H", "H", "H", "H", "H", "H", "H", "F", "C", "C", "C", "C", "C", "C", "H", "H", "H", "H", "F", "B", "F", "F", "F"], "positions_angstrom": [[0.06, -0.25, -0.50], [4.46, 0.00, -1.10], [3.04, 0.49, -1.01], [2.12, -0.33, -1.29], [2.84, 1.82, -0.65], [1.62, 2.46, -0.57], [1.56, 3.89, -0.13], [0.47, 1.85, -0.85], [-0.61, 2.63, -0.84], [-1.75, 2.00, -0.88], [-1.84, 0.72, -0.94], [-2.97, 2.84, -0.78], [-2.88, 4.23, -0.74], [-4.03, 4.99, -0.59], [-5.27, 4.37, -0.48], [-5.36, 2.99, -0.52], [-4.22, 2.22, -0.67], [4.48, -1.01, -1.50], [4.92, 0.01, -0.11], [5.04, 0.66, -1.74], [3.72, 2.39, -0.40], [2.56, 4.31, -0.02], [1.03, 3.93, 0.82], [0.99, 4.47, -0.85], [-1.91, 4.70, -0.80], [-3.96, 6.07, -0.55], [-6.16, 4.97, -0.36], [-6.32, 2.51, -0.43], [-4.27, 1.14, -0.70], [0.13, -2.41, 0.03], [2.65, -2.90, -0.62], [2.68, -4.69, -0.30], [3.52, -4.86, 0.96], [3.02, -3.79, 1.92], [2.91, -2.48, 1.14], [3.09, -5.18, -1.18], [1.65, -5.02, -0.14], [4.58, -4.71, 0.72], [3.40, -5.87, 1.38], [3.69, -3.66, 2.77], [2.03, -4.07, 2.30], [3.81, -1.87, 1.20], [2.07, -1.88, 1.47], [-5.02, -1.33, -1.13], [-3.76, -1.62, -0.84], [-3.31, -1.40, 0.45], [-1.99, -1.66, 0.74], [-1.10, -2.14, -0.28], [-1.64, -2.39, -1.59], [-2.95, -2.12, -1.86], [-3.98, -1.01, 1.20], [-1.59, -1.49, 1.74], [-0.98, -2.79, -2.35], [-3.37, -2.29, -2.84], [-0.69, 0.04, 3.00], [0.61, 0.53, 2.93], [1.48, -0.19, 3.71], [0.67, 1.89, 3.14], [1.04, 0.31, 1.51]], "lowdin_charge": [1.576, -0.019, -0.440, -0.191, -0.019, -0.294, -0.008, -0.071, 0.070, -0.419, -0.102, -0.136, -0.021, -0.074, -0.084, -0.076, -0.020, 0.051, 0.094, 0.090, 0.117, 0.082, 0.100, 0.081, 0.107, 0.104, 0.103, 0.104, 0.090, -0.165, 0.898, -0.457, -0.267, -0.235, -0.420, 0.067, 0.068, 0.110, 0.107, 0.111, 0.113, 0.072, 0.044, 0.126, -0.246, 0.020, 0.033, -0.532, 0.034, 0.026, 0.142, 0.125, 0.139, 0.134, 0.116, -1.213, 0.150, 0.149, -0.047]}


# 5
{"formula": "C45H49N10O13", "method": "the ωB97M-V functional and the def2-TZVPD basis", "total_energy_ev": -88951.0834, "e_lumo_ev": -3.870, "total_charge": 1, "elements": ["C", "C", "O", "C", "C", "C", "C", "C", "N", "C", "N", "C", "N", "N", "H", "H", "H", "H", "H", "H", "H", "H", "H", "H", "H", "H", "H", "H", "H", "H", "H", "H", "H", "C", "C", "C", "C", "C", "C", "N", "O", "O", "H", "H", "H", "H", "H", "C", "C", "C", "C", "C", "C", "N", "O", "O", "H", "H", "H", "H", "H", "C", "C", "C", "C", "C", "C", "N", "O", "O", "H", "H", "H", "H", "H", "C", "C", "C", "C", "C", "C", "N", "O", "O", "H", "H", "H", "H", "H", "C", "C", "C", "C", "C", "C", "N", "O", "O", "H", "H", "H", "H", "H", "C", "C", "C", "C", "C", "C", "N", "O", "O", "H", "H", "H", "H", "H"], "positions_angstrom": [[2.99, -0.77, 2.10], [3.55, 0.25, 1.01], [2.79, 1.47, 0.84], [1.37, 1.27, 0.87], [0.79, 0.23, -0.20], [-0.32, -0.66, 0.54], [-0.59, -2.08, -0.18], [-2.20, -2.25, -0.33], [-2.80, -2.09, 1.04], [-3.75, -1.19, 1.32], [-4.31, -1.00, 2.63], [-5.21, 0.08, 2.40], [-5.22, 0.48, 1.05], [-4.34, -0.30, 0.38], [3.86, -1.39, 2.51], [2.31, -1.52, 1.53], [2.35, -0.29, 2.91], [4.60, 0.58, 1.37], [3.74, -0.24, -0.01], [0.96, 1.04, 1.92], [0.91, 2.29, 0.60], [1.57, -0.38, -0.75], [0.24, 0.83, -1.01], [0.10, -0.92, 1.58], [-1.27, -0.04, 0.68], [-0.10, -2.13, -1.21], [-0.23, -2.94, 0.49], [-2.52, -1.41, -1.04], [-2.50, -3.23, -0.81], [-2.49, -2.70, 1.82], [-5.85, 0.58, 3.19], [-5.79, 1.24, 0.64], [-4.19, -0.18, -0.63], [6.46, -5.77, -0.69], [6.13, -5.18, 0.53], [4.91, -4.53, 0.68], [4.03, -4.48, -0.40], [4.36, -5.05, -1.62], [5.58, -5.70, -1.77], [2.73, -3.81, -0.24], [2.49, -3.30, 0.85], [1.97, -3.81, -1.19], [7.41, -6.28, -0.81], [6.82, -5.24, 1.36], [4.66, -4.08, 1.63], [3.68, -5.01, -2.47], [5.84, -6.15, -2.71], [5.23, 7.37, 2.83], [5.34, 7.22, 1.45], [4.84, 6.08, 0.83], [4.22, 5.10, 1.60], [4.12, 5.24, 2.98], [4.63, 6.38, 3.59], [3.67, 3.91, 0.95], [3.79, 3.81, -0.27], [3.11, 3.08, 1.65], [5.62, 8.26, 3.31], [5.81, 7.99, 0.86], [4.93, 5.98, -0.25], [3.65, 4.47, 3.59], [4.55, 6.49, 4.67], [2.17, -10.90, -1.87], [3.31, -11.65, -1.62], [4.56, -11.17, -2.00], [4.66, -9.93, -2.62], [3.52, -9.18, -2.88], [2.27, -9.67, -2.50], [5.97, -9.41, -2.99], [6.95, -10.11, -2.77], [6.02, -8.30, -3.51], [1.20, -11.28, -1.57], [3.23, -12.62, -1.13], [5.45, -11.77, -1.79], [3.58, -8.21, -3.37], [1.38, -9.08, -2.70], [-0.92, -2.39, 5.25], [-1.10, -2.61, 6.61], [-0.01, -2.75, 7.45], [1.28, -2.67, 6.92], [1.47, -2.46, 5.56], [0.37, -2.32, 4.73], [2.44, -2.79, 7.81], [2.23, -2.99, 8.99], [3.55, -2.68, 7.31], [-1.78, -2.27, 4.60], [-2.11, -2.66, 7.02], [-0.17, -2.92, 8.51], [2.47, -2.40, 5.14], [0.51, -2.15, 3.66], [-8.34, 5.75, -2.88], [-7.26, 5.01, -3.37], [-6.74, 3.96, -2.62], [-7.31, 3.66, -1.39], [-8.39, 4.40, -0.89], [-8.89, 5.45, -1.64], [-6.79, 2.54, -0.61], [-5.83, 1.92, -1.06], [-7.34, 2.28, 0.46], [-8.74, 6.56, -3.47], [-6.83, 5.25, -4.33], [-5.91, 3.39, -3.01], [-8.83, 4.17, 0.07], [-9.73, 6.03, -1.27], [-2.80, 9.27, -5.26], [-3.62, 10.15, -5.95], [-4.95, 9.82, -6.21], [-5.44, 8.59, -5.76], [-4.62, 7.70, -5.08], [-3.30, 8.04, -4.83], [-6.84, 8.25, -6.01], [-7.52, 9.04, -6.63], [-7.25, 7.18, -5.58], [-1.77, 9.54, -5.06], [-3.23, 11.11, -6.29], [-5.58, 10.51, -6.75], [-4.99, 6.74, -4.73], [-2.65, 7.36, -4.29]], "lowdin_charge": [-0.090, -0.218, -0.271, -0.204, -0.147, -0.194, -0.161, -0.152, 0.061, -0.287, 0.127, -0.019, 0.037, 0.117, 0.089, 0.042, 0.079, 0.130, 0.122, 0.121, 0.137, 0.111, 0.117, 0.087, 0.104, 0.115, 0.103, 0.118, 0.128, 0.167, 0.156, 0.099, 0.166, -0.052, -0.057, 0.000, -0.143, 0.003, -0.058, -0.310, 0.018, 0.065, 0.116, 0.113, 0.117, 0.119, 0.090, -0.075, -0.068, -0.005, -0.136, -0.005, -0.069, -0.288, 0.078, 0.031, 0.108, 0.108, 0.118, 0.117, 0.108, -0.071, -0.062, 0.002, -0.143, -0.005, -0.068, -0.334, 0.087, 0.047, 0.109, 0.111, 0.122, 0.115, 0.107, -0.079, -0.065, 0.003, -0.139, 0.004, -0.067, -0.347, 0.082, 0.078, 0.091, 0.110, 0.122, 0.117, 0.086, -0.035, -0.050, 0.011, -0.145, 0.008, -0.043, -0.301, 0.037, 0.070, 0.112, 0.089, 0.120, 0.123, 0.117, -0.066, -0.058, 0.005, -0.140, -0.003, -0.065, -0.330, 0.098, 0.041, 0.111, 0.113, 0.123, 0.102, 0.109]}


# 6
{"formula": "C38H33Br2F3N2O2S", "method": "the ωB97M-V functional and the def2-TZVPD basis", "total_energy_ev": -206083.8172, "e_lumo_ev": -1.377, "smiles": "Cc1ccc(Cc2cc3ncc(Cc4ccccc4)nc3c(S(=O)(=O)F)c2[C@H](Br)[C@@H](C)Br)cc1.Fc1ccccc1.Fc1ccccc1", "elements": ["C", "C", "C", "C", "C", "C", "C", "C", "C", "N", "C", "C", "C", "C", "C", "C", "C", "C", "C", "N", "C", "C", "S", "O", "O", "F", "C", "C", "Br", "C", "C", "Br", "C", "C", "H", "H", "H", "H", "H", "H", "H", "H", "H", "H", "H", "H", "H", "H", "H", "H", "H", "H", "H", "H", "H", "H", "H", "F", "C", "C", "C", "C", "C", "C", "H", "H", "H", "H", "H", "F", "C", "C", "C", "C", "C", "C", "H", "H", "H", "H", "H"], "positions_angstrom": [[3.80, -5.57, 0.93], [3.21, -4.12, 1.08], [2.54, -3.76, 2.36], [2.01, -2.41, 2.58], [2.12, -1.38, 1.50], [1.56, 0.05, 1.87], [0.88, 0.79, 0.67], [0.09, -0.09, -0.22], [-0.64, 0.45, -1.43], [-1.36, -0.49, -2.16], [-1.92, 0.16, -3.22], [-1.84, 1.62, -3.55], [-2.56, 2.16, -4.82], [-3.93, 2.86, -4.55], [-4.18, 3.85, -3.48], [-5.51, 4.48, -3.35], [-6.63, 4.16, -4.28], [-6.39, 3.16, -5.33], [-5.07, 2.55, -5.44], [-1.13, 2.48, -2.79], [-0.49, 1.88, -1.70], [0.32, 2.81, -0.82], [0.44, 4.56, -1.29], [1.72, 5.16, -0.90], [-0.62, 5.33, -0.65], [0.39, 4.77, -2.93], [0.99, 2.27, 0.39], [1.80, 3.12, 1.42], [0.81, 4.72, 2.10], [3.30, 3.49, 0.97], [4.27, 3.23, 2.21], [3.84, 2.22, -0.44], [2.76, -1.71, 0.23], [3.29, -3.09, 0.03], [4.89, -5.54, 0.63], [3.73, -6.13, 1.92], [3.17, -6.15, 0.21], [2.46, -4.52, 3.19], [1.55, -2.20, 3.57], [2.43, 0.61, 2.32], [0.78, -0.05, 2.68], [0.01, -1.18, 0.01], [-2.51, -0.48, -3.94], [-2.67, 1.38, -5.63], [-1.87, 2.94, -5.26], [-3.33, 4.12, -2.80], [-5.73, 5.23, -2.55], [-7.63, 4.67, -4.19], [-7.19, 2.85, -6.06], [-4.90, 1.81, -6.27], [1.94, 2.51, 2.36], [3.43, 4.57, 0.70], [4.80, 2.23, 2.12], [3.73, 3.22, 3.20], [5.09, 4.00, 2.26], [2.87, -0.96, -0.58], [3.79, -3.36, -0.94], [0.28, -0.82, 4.61], [0.47, -0.23, 5.81], [1.49, 0.69, 5.96], [1.68, 1.30, 7.19], [0.86, 0.97, 8.26], [-0.16, 0.04, 8.10], [-0.36, -0.56, 6.86], [2.12, 0.93, 5.11], [2.47, 2.03, 7.32], [1.02, 1.44, 9.23], [-0.79, -0.22, 8.94], [-1.15, -1.29, 6.72], [-3.53, -6.67, -3.16], [-2.38, -5.99, -3.08], [-1.18, -6.66, -3.22], [0.01, -5.95, -3.14], [-0.01, -4.58, -2.92], [-1.22, -3.91, -2.79], [-2.42, -4.62, -2.87], [-1.18, -7.73, -3.38], [0.96, -6.47, -3.25], [0.92, -4.02, -2.86], [-1.24, -2.84, -2.61], [-3.37, -4.12, -2.78]], "lowdin_charge": [-0.079, -0.242, -0.035, -0.019, -0.193, -0.112, -0.125, 0.079, -0.172, 0.115, -0.032, -0.192, -0.105, -0.188, -0.024, -0.069, -0.084, -0.089, -0.052, 0.142, -0.149, -0.135, 0.716, -0.334, -0.326, -0.197, -0.199, -0.654, 0.752, -0.680, -0.156, 0.748, -0.036, -0.035, 0.083, 0.074, 0.076, 0.103, 0.087, 0.109, 0.109, 0.131, 0.127, 0.117, 0.134, 0.097, 0.096, 0.096, 0.098, 0.096, 0.055, 0.083, 0.058, 0.073, 0.084, 0.092, 0.104, 0.028, -0.275, -0.015, -0.078, -0.093, -0.079, -0.014, 0.108, 0.107, 0.103, 0.107, 0.119, 0.058, -0.291, -0.022, -0.086, -0.096, -0.080, -0.016, 0.115, 0.103, 0.097, 0.067, 0.116]}